Molecular formula: C25H74O12
Method: DFT, wB97M-V/def2-TZVPD

Structure (ORCA input):
```
! wB97M-V def2-TZVPD RIJCOSX def2/J DEFGRID3
* xyz 0 1
C 11.704 16.622 17.730
C 12.517 16.026 16.617
C 13.455 16.926 15.956
O 13.180 14.869 17.146
H 11.371 17.582 17.444
H 12.309 16.748 18.584
H 10.849 15.981 18.042
H 11.777 15.665 15.838
H 12.946 17.848 15.554
H 13.835 16.435 15.048
H 14.196 17.285 16.584
H 13.677 14.301 16.512
C 7.622 11.519 10.411
C 7.508 13.071 10.439
O 8.635 13.644 11.084
H 6.679 11.075 10.049
H 7.653 11.171 11.381
H 8.411 11.154 9.837
H 6.605 13.399 10.945
H 7.422 13.444 9.469
H 9.059 12.957 11.611
C 9.552 6.999 13.397
C 8.991 7.735 12.213
O 9.738 8.902 12.055
H 8.861 6.192 13.571
H 9.394 7.635 14.265
H 10.610 6.698 13.278
H 7.961 7.986 12.355
H 9.096 7.186 11.255
H 9.339 9.377 11.292
C 5.733 9.861 15.022
C 7.040 10.537 15.169
O 7.516 11.182 13.992
H 4.962 10.542 14.828
H 5.509 9.486 16.037
H 5.714 9.051 14.295
H 7.840 9.809 15.391
H 6.959 11.225 15.968
H 7.272 12.128 13.956
C 15.683 12.858 14.026
C 14.277 12.389 13.845
O 13.375 12.923 14.749
H 16.142 12.472 13.116
H 16.140 12.507 14.947
H 15.749 13.969 13.933
H 14.218 11.294 13.792
H 13.920 12.569 12.831
H 13.094 13.812 14.519
C 6.793 16.254 15.632
C 6.289 15.056 14.828
O 7.328 14.160 14.318
H 5.977 16.749 16.154
H 7.391 16.920 15.025
H 7.439 15.928 16.456
H 5.719 15.326 13.929
H 5.663 14.437 15.415
H 7.586 14.473 13.438
C 11.926 11.071 19.377
C 12.141 12.284 18.485
O 11.666 13.527 19.000
H 12.579 10.236 19.055
H 10.856 10.806 19.375
H 12.238 11.317 20.357
H 11.593 12.141 17.489
H 13.147 12.389 18.232
H 12.156 14.170 18.499
C 10.509 16.566 13.137
C 11.537 15.818 12.290
O 12.611 15.194 13.065
H 9.955 15.849 13.702
H 9.738 17.111 12.562
H 11.030 17.309 13.803
H 11.973 16.525 11.578
H 11.008 15.109 11.633
H 13.190 14.724 12.405
C 10.483 10.057 7.748
C 9.181 10.060 6.971
O 8.356 8.992 7.553
H 11.052 10.925 7.359
H 11.042 9.176 7.592
H 10.275 10.346 8.771
H 9.422 9.762 5.955
H 8.589 10.928 7.104
H 7.479 9.148 7.234
C 10.510 13.079 14.681
C 10.645 11.667 14.088
O 10.136 11.712 12.685
H 9.481 13.270 14.831
H 10.955 13.876 14.036
H 11.040 13.101 15.680
H 10.133 10.907 14.633
H 11.714 11.377 14.129
H 10.220 10.819 12.343
C 7.012 13.002 18.025
C 8.538 12.971 17.975
O 9.112 14.252 18.323
H 6.442 13.669 17.353
H 6.603 13.229 18.979
H 6.566 12.039 17.874
H 8.970 12.595 17.031
H 8.872 12.157 18.654
H 10.019 14.055 18.637
C 13.182 11.442 9.990
C 12.671 12.753 9.282
O 12.764 13.941 10.123
H 12.525 11.145 10.834
H 14.212 11.644 10.219
H 13.218 10.647 9.224
H 11.630 12.541 8.894
H 13.341 12.971 8.341
H 11.858 14.079 10.430
*
```

## Properties
Kohn-Sham gap: 9.977 eV
LUMO energy: 0.620 eV
SMILES: CC(C)O.CCO.CCO.CCO.CCO.CCO.CCO.CCO.CCO.CCO.CCO.CCO
HOMO level: -9.3568 eV

---

Molecular formula: C25H75N16O11
Method: DFT, wB97M-V/def2-TZVPD

Structure (ORCA input):
```
! wB97M-V def2-TZVPD RIJCOSX def2/J DEFGRID3
* xyz 0 2
C 0.769 0.588 -0.450
C -0.779 0.725 -0.278
C -1.247 -0.368 0.713
O -1.348 1.965 -0.022
H 1.394 1.126 0.262
H 1.068 0.960 -1.429
H 1.103 -0.439 -0.299
H -1.237 0.307 -1.175
H -2.336 -0.413 0.709
H -0.910 -0.142 1.725
H -0.860 -1.366 0.505
C 1.720 -3.108 0.785
C 2.444 -4.057 1.821
C 1.719 -5.458 2.002
O 0.378 -5.163 2.518
C -0.196 -6.134 3.352
N 3.763 -4.194 1.209
H 2.367 -2.233 0.722
H 0.709 -2.821 1.074
H 1.720 -3.601 -0.187
H 2.522 -3.542 2.778
H 2.242 -6.150 2.663
H 1.706 -5.916 1.013
H 0.185 -5.936 4.354
H 0.055 -7.171 3.127
H -1.285 -6.098 3.376
H 4.227 -3.309 1.356
H 4.343 -4.833 1.734
C 4.703 7.545 -0.252
C 3.174 7.649 -0.547
C 2.537 6.354 0.083
O 3.202 5.278 -0.506
C 2.673 4.053 -0.010
N 2.425 8.777 -0.010
H 5.269 7.200 -1.117
H 5.029 6.804 0.478
H 5.146 8.488 0.071
H 3.004 7.680 -1.624
H 1.475 6.307 -0.161
H 2.702 6.313 1.160
H 3.133 3.209 -0.524
H 1.595 3.895 -0.050
H 3.033 3.994 1.017
H 2.893 9.628 -0.287
H 2.461 8.826 0.998
C 3.831 -1.822 -2.052
C 5.193 -2.476 -1.949
C 6.285 -1.415 -2.240
O 6.145 -0.711 -3.487
C 5.446 0.586 -3.512
N 5.429 -2.920 -0.578
H 3.456 -1.243 -2.895
H 3.715 -1.033 -1.309
H 3.129 -2.638 -1.876
H 5.305 -3.359 -2.578
H 7.244 -1.932 -2.253
H 6.567 -0.853 -1.349
H 4.410 0.515 -3.181
H 5.573 1.074 -4.479
H 6.076 1.161 -2.832
H 6.100 -3.655 -0.747
H 4.695 -3.521 -0.230
C -6.248 -3.798 -2.310
C -5.132 -4.487 -1.386
C -3.763 -3.865 -1.664
O -2.784 -4.259 -0.759
C -1.440 -3.758 -0.910
N -5.492 -4.545 -0.002
H -7.251 -4.100 -2.006
H -6.200 -4.206 -3.320
H -5.996 -2.743 -2.207
H -4.975 -5.518 -1.703
H -3.697 -2.780 -1.749
H -3.240 -4.163 -2.572
H -0.985 -4.016 -1.865
H -0.721 -4.236 -0.245
H -1.534 -2.673 -0.861
H -5.889 -3.621 0.100
H -4.585 -4.495 0.440
C -5.072 0.053 -0.775
O -4.822 -0.349 0.307
N -4.166 0.721 -1.458
N -6.209 0.021 -1.374
H -4.491 1.177 -2.299
H -3.196 0.446 -1.389
H -6.423 0.461 -2.258
H -6.779 -0.590 -0.807
C -4.098 -3.707 3.373
O -4.573 -4.768 3.181
N -3.053 -3.306 2.686
N -4.599 -2.885 4.214
H -2.568 -4.050 2.204
H -2.913 -2.321 2.513
H -5.042 -3.279 5.032
H -3.980 -2.129 4.470
C -1.091 5.088 -1.684
O -1.041 6.172 -2.272
N -1.649 4.876 -0.549
N -0.528 3.987 -2.105
H -1.701 3.905 -0.275
H -2.174 5.635 -0.139
H -0.735 3.124 -1.623
H 0.115 4.047 -2.881
C -2.590 0.408 4.773
O -2.869 -0.764 4.705
N -3.327 1.220 5.402
N -1.479 0.900 4.215
H -4.198 0.976 5.851
H -2.898 1.918 5.992
H -0.820 0.320 3.716
H -1.139 1.826 4.429
C -0.046 2.027 -5.035
O 0.214 3.185 -5.030
N -0.188 1.165 -6.071
N -0.356 1.379 -3.930
H -0.116 1.295 -7.070
H -0.434 0.255 -5.708
H -0.518 1.821 -3.036
H -0.610 0.402 -3.970
C 0.922 2.776 2.732
O 1.484 1.720 2.598
N 0.116 3.383 1.934
N 0.941 3.430 3.806
H -0.164 2.840 1.130
H -0.634 4.049 2.056
H 1.568 3.053 4.502
H 0.576 4.372 3.805
*
```

## Properties
Kohn-Sham gap (alpha / beta): 8.457 / 5.264 eV
LUMO energy (alpha / beta): -0.164 / -3.356 eV
HOMO level (alpha / beta): -8.6208 / -8.6206 eV
⟨S²⟩: 0.7547

---

Molecular formula: C25H75N16O17P3
Method: DFT, wB97M-V/def2-TZVPD

Structure (ORCA input):
```
! wB97M-V def2-TZVPD RIJCOSX def2/J DEFGRID3
* xyz 0 1
C 1.529 4.357 6.497
N 2.509 3.608 5.696
C 3.608 4.383 5.153
P 2.331 1.985 5.573
O 0.970 1.515 5.843
N 2.938 1.674 4.062
C 2.292 2.309 2.931
C 3.419 0.328 3.776
N 3.437 1.251 6.524
C 3.007 0.569 7.755
C 4.824 1.582 6.464
H 1.429 3.936 7.488
H 0.603 4.375 5.919
H 1.836 5.400 6.537
H 4.219 3.774 4.498
H 4.266 4.727 5.969
H 3.201 5.301 4.721
H 1.316 1.847 2.712
H 2.022 3.346 3.156
H 2.895 2.292 2.025
H 2.656 -0.429 3.972
H 3.620 0.331 2.705
H 4.323 0.127 4.339
H 3.842 0.028 8.196
H 2.685 1.305 8.510
H 2.174 -0.102 7.561
H 5.404 0.696 6.734
H 5.110 2.394 7.146
H 5.107 1.855 5.446
C 0.452 -5.025 3.571
N 1.275 -4.915 2.384
C 2.393 -5.831 2.306
P 0.915 -3.858 1.181
O 0.029 -2.777 1.651
N 2.355 -3.266 0.623
C 2.898 -2.083 1.216
C 3.157 -3.841 -0.444
N 0.416 -4.873 -0.029
C 0.037 -4.346 -1.325
C -0.395 -6.004 0.397
H -0.373 -4.312 3.501
H 1.014 -4.791 4.479
H -0.030 -6.008 3.654
H 2.095 -6.826 2.654
H 3.198 -5.503 2.980
H 2.785 -5.913 1.297
H 3.970 -2.133 1.483
H 2.726 -1.169 0.643
H 2.538 -1.973 2.248
H 2.701 -4.784 -0.747
H 3.196 -3.182 -1.312
H 4.126 -4.117 -0.021
H 0.831 -3.729 -1.740
H -0.060 -5.227 -1.960
H -0.916 -3.810 -1.309
H -1.289 -5.678 0.951
H 0.146 -6.624 1.118
H -0.680 -6.635 -0.438
C -3.133 4.663 -3.169
N -2.553 4.032 -4.347
C -2.083 4.909 -5.395
P -2.567 2.388 -4.504
O -2.739 1.709 -3.206
N -3.714 1.942 -5.623
C -3.931 2.664 -6.906
C -4.987 1.500 -5.033
N -1.108 2.089 -5.218
C -0.975 1.199 -6.320
C 0.035 2.165 -4.297
H -4.116 4.247 -2.964
H -3.223 5.734 -3.346
H -2.462 4.567 -2.313
H -2.892 5.438 -5.917
H -1.579 4.345 -6.179
H -1.360 5.623 -4.990
H -4.683 3.454 -6.812
H -2.983 3.068 -7.254
H -4.243 1.923 -7.649
H -5.663 2.353 -4.852
H -5.517 0.837 -5.726
H -4.839 0.978 -4.094
H -1.057 0.143 -6.025
H -1.711 1.360 -7.102
H 0.004 1.306 -6.794
H -0.003 3.190 -3.907
H 0.948 1.956 -4.834
H -0.098 1.509 -3.437
C 2.230 -2.737 -5.048
N 0.999 -3.436 -5.469
O 0.300 -3.893 -4.606
O 0.751 -3.463 -6.616
H 3.012 -3.490 -4.967
H 2.045 -2.342 -4.064
H 2.470 -1.993 -5.789
C -0.428 -0.525 3.618
N -0.856 -1.409 4.734
O -1.981 -1.835 4.670
O -0.069 -1.680 5.605
H 0.645 -0.580 3.482
H -0.622 0.507 3.898
H -0.917 -0.903 2.738
C -0.164 -0.493 -1.288
N -0.073 0.296 -0.021
O -1.109 0.393 0.598
O 0.982 0.838 0.270
H 0.758 -0.364 -1.837
H -1.028 -0.100 -1.820
H -0.300 -1.537 -1.037
C -3.448 -1.445 -3.293
N -3.191 -2.882 -2.962
O -3.286 -3.684 -3.844
O -2.942 -3.160 -1.808
H -4.013 -0.986 -2.490
H -3.989 -1.431 -4.229
H -2.491 -0.942 -3.395
C 2.479 3.779 -1.618
N 2.923 2.903 -2.739
O 3.710 3.355 -3.532
O 2.495 1.789 -2.777
H 3.351 4.290 -1.237
H 1.972 3.136 -0.908
H 1.779 4.501 -2.031
C -3.359 -2.121 1.710
N -4.672 -1.984 1.034
O -5.580 -2.688 1.389
O -4.766 -1.111 0.215
H -3.527 -2.578 2.680
H -3.005 -1.114 1.906
H -2.604 -2.677 1.166
C -3.810 1.858 -0.155
N -4.326 3.117 0.477
O -5.433 3.086 0.910
O -3.607 4.083 0.509
H -3.956 1.119 0.621
H -2.765 2.035 -0.341
H -4.432 1.677 -1.018
*
```

## Properties
Kohn-Sham gap: 8.423 eV
LUMO energy: -0.006 eV
SMILES: CN(C)P(=O)(N(C)C)N(C)C.CN(C)P(=O)(N(C)C)N(C)C.CN(C)P(=O)(N(C)C)N(C)C.C[N+](=O)[O-].C[N+](=O)[O-].C[N+](=O)[O-].C[N+](=O)[O-].C[N+](=O)[O-].C[N+](=O)[O-].C[N+](=O)[O-]
HOMO level: -8.4292 eV

---

Molecular formula: C25H7F15GeN7OPdS5Sb
Method: DFT, wB97M-V/def2-TZVPD

Structure (ORCA input):
```
! wB97M-V def2-TZVPD RIJCOSX def2/J DEFGRID3
* xyz -1 2
Pd -0.346 1.934 0.014
S 2.388 4.258 3.108
Sb 1.806 2.150 2.502
S -0.497 1.556 2.279
S 2.028 1.679 0.207
N -2.589 1.008 -5.483
C -1.706 0.919 -4.744
N -0.637 0.744 -3.973
C -0.398 1.500 -2.989
N -0.043 2.185 -2.095
C 2.010 7.081 -0.271
N 0.950 6.159 0.047
C 0.135 6.273 1.237
C -0.538 4.904 1.293
O -1.402 4.600 2.065
N 0.021 4.117 0.283
C 0.865 4.888 -0.404
N 1.560 4.462 -1.449
H 1.697 8.084 0.012
H 2.201 7.101 -1.345
H 2.939 6.840 0.255
H -0.615 7.060 1.149
H 0.730 6.418 2.141
H 1.307 3.558 -1.841
H 2.144 5.091 -1.965
S -2.601 2.643 -0.310
C -3.469 1.919 0.933
N -4.103 1.429 1.767
F -3.034 -1.935 1.530
C -3.114 -2.762 0.486
C -1.988 -3.015 -0.286
C -2.165 -3.829 -1.390
F -1.138 -4.099 -2.210
C -3.383 -4.410 -1.698
F -3.512 -5.208 -2.760
C -4.475 -4.157 -0.890
F -5.653 -4.710 -1.171
C -4.346 -3.324 0.209
F -5.405 -3.075 0.979
Ge -0.331 -2.022 0.094
S -1.301 -0.112 -0.372
C 1.104 -2.670 -1.078
C 1.731 -1.920 -2.058
F 1.367 -0.664 -2.297
C 2.737 -2.450 -2.851
F 3.327 -1.709 -3.790
C 3.129 -3.763 -2.671
F 4.094 -4.282 -3.428
C 2.515 -4.544 -1.706
F 2.889 -5.815 -1.538
C 1.518 -3.982 -0.934
F 0.930 -4.758 -0.007
C 0.306 -2.487 1.905
C 1.428 -1.842 2.389
F 2.071 -0.978 1.594
C 1.961 -2.077 3.641
F 3.040 -1.414 4.066
C 1.373 -3.034 4.447
F 1.871 -3.290 5.654
C 0.289 -3.752 3.976
F -0.245 -4.714 4.732
C -0.217 -3.483 2.715
F -1.210 -4.274 2.298
*
```

## Properties
Kohn-Sham gap (alpha / beta): 6.363 / 6.065 eV
LUMO energy (alpha / beta): 0.582 / -0.178 eV
HOMO level (alpha / beta): -5.7810 / -6.2428 eV
⟨S²⟩: 0.7613

---

Max |F|? In order: 3.4; 7.9; 3.3; 0.9 eV/A.